HNO2 | wB97M-V/def2-TZVPD

Summary:
**Orbital gap**: 0.400 hartree
**Molecular weight**: 47.0 g mol⁻¹
**Net charge**: 0
**ΔE to the lowest compared entry with this formula, charge and spin**: 11.5 kJ/mol
**Highest occupied orbital energy**: -10.657 eV

CARTESIAN COORDINATES (ANGSTROEM)
H1 -0.070 -1.437 0.157
N1 -0.390 0.529 0.217
O1 0.338 -0.613 -0.309
O2 0.122 1.521 -0.065


HNO2S2 | wB97M-V/def2-TZVPD

Summary:
**Orbital gap**: 0.283 hartree
**Molecular weight**: 111.1 g mol⁻¹
**Net charge**: 0
**ΔE to the lowest compared entry with this formula, charge and spin**: 206.0 kJ/mol
**Highest occupied orbital energy**: -10.124 eV

CARTESIAN COORDINATES (ANGSTROEM)
N1 -1.401 -0.458 0.057
O1 1.115 -0.406 0.892
O2 -0.295 1.669 0.363
S1 1.954 -0.062 -0.578
S2 -0.087 0.301 0.002
H1 -1.286 -1.043 -0.735


HNO2S2 | wB97M-V/def2-TZVPD

Summary:
**Orbital gap (alpha / beta)**: 0.285 / 0.285 hartree
**Molecular weight**: 111.1 g mol⁻¹
**Net charge**: 0
**ΔE to the lowest compared entry with this formula, charge and spin**: 88.9 kJ/mol
**Highest occupied orbital energy (alpha / beta)**: -8.662 / -8.661 eV

CARTESIAN COORDINATES (ANGSTROEM)
N1 1.392 -1.334 -0.842
O1 -0.432 0.424 1.574
O2 -0.338 0.708 -0.912
S1 0.849 -0.300 -1.667
S2 -1.361 1.010 0.363
H1 -0.111 -0.506 1.484


HNO3P2 | wB97M-V/def2-TZVPD

Summary:
**Orbital gap (alpha / beta)**: 0.265 / 0.300 hartree
**Molecular weight**: 125.0 g mol⁻¹
**Net charge**: 0
**ΔE to the lowest compared entry with this formula, charge and spin**: 33.8 kJ/mol
**Highest occupied orbital energy (alpha / beta)**: -10.110 / -10.187 eV

CARTESIAN COORDINATES (ANGSTROEM)
N1 -0.638 1.365 0.156
O1 -1.755 1.626 0.199
O2 -1.235 -1.098 0.968
O3 -0.382 -0.127 -1.298
P1 -0.168 -0.502 0.152
P2 1.902 -1.158 0.321
H1 2.276 -0.105 -0.499


HNO3S | wB97M-V/def2-TZVPD

Summary:
**Orbital gap**: 0.369 hartree
**Molecular weight**: 95.1 g mol⁻¹
**Net charge**: 0
**ΔE to the lowest compared entry with this formula, charge and spin**: 178.0 kJ/mol
**Highest occupied orbital energy**: -9.922 eV

CARTESIAN COORDINATES (ANGSTROEM)
N1 1.028 -0.135 0.104
O1 1.819 -1.036 0.050
O2 1.158 1.051 0.113
O3 -0.321 -0.590 0.220
S1 -1.329 0.751 0.101
H1 -2.356 -0.041 -0.587


HNO5S2 | wB97M-V/def2-TZVPD

Summary:
**Orbital gap**: 0.317 hartree
**Molecular weight**: 159.1 g mol⁻¹
**Net charge**: 0
**ΔE to the lowest compared entry with this formula, charge and spin**: 93.1 kJ/mol
**Highest occupied orbital energy**: -10.139 eV

CARTESIAN COORDINATES (ANGSTROEM)
N1 -2.735 -1.014 0.093
O1 -1.711 -1.497 0.543
O2 -3.630 -1.524 -0.531
O3 -3.478 1.529 -0.601
O4 -2.060 1.260 1.363
O5 -1.078 0.858 -0.929
S1 0.275 0.977 -0.018
S2 -2.462 0.842 0.074
H1 0.713 -0.274 0.069


HNO5S3 | wB97M-V/def2-TZVPD

Summary:
**Orbital gap**: 0.207 hartree
**Molecular weight**: 191.2 g mol⁻¹
**Net charge**: -2
**ΔE to the lowest compared entry with this formula, charge and spin**: 163.3 kJ/mol
**Highest occupied orbital energy**: 0.472 eV

CARTESIAN COORDINATES (ANGSTROEM)
N1 -0.462 1.192 0.513
O1 -2.643 0.959 -0.777
O2 -1.513 -1.155 0.270
O3 0.693 -0.831 1.603
O4 2.099 0.955 1.048
O5 1.470 0.188 -2.317
S1 1.422 -0.864 -1.136
S2 -1.309 0.318 -0.626
S3 0.939 0.216 0.599
H1 -0.695 -0.978 0.824


HO | wB97M-V/def2-TZVPD

Summary:
**Orbital gap**: 0.307 hartree
**Molecular weight**: 17.0 g mol⁻¹
**Net charge**: -1
**ΔE to the lowest compared entry with this formula, charge and spin**: 0.1 kJ/mol
**Highest occupied orbital energy**: -1.733 eV

CARTESIAN COORDINATES (ANGSTROEM)
O1 -0.121 -0.043 -0.040
H1 0.750 0.268 0.251